Below is a cluster of 2 separate species, C3H9NO3 in total, with properties calculated with ωB97M-V/def2-TZVPD.

Bonds (Å) are listed after each position.
Positions of all 16 atoms, in Å:
1 C -0.578 -1.216 -0.931  O3 1.212, N6 1.360, H16 1.100
2 H -3.203 4.159 -2.739  O14 0.963
3 O -1.451 -1.722 -1.601  C1 1.212
4 H -0.487 -2.686 0.407  N6 1.008
5 H 0.745 -1.733 2.104  C10 1.093
6 N -0.108 -1.772 0.217  C1 1.360, H4 1.008, C10 1.442
7 H 2.986 1.066 1.370  O9 0.960
8 C 1.983 -0.548 0.834  O9 1.423, C10 1.532, H13 1.095, H15 1.081
9 O 2.342 0.471 1.759  H7 0.960, C8 1.423
10 C 0.602 -1.063 1.253  H5 1.093, N6 1.442, C8 1.532, H12 1.086
11 H -3.723 3.071 -1.804  O14 0.961
12 H 0.065 -0.210 1.658  C10 1.086
13 H 2.697 -1.377 0.887  C8 1.095
14 O -3.752 4.019 -1.960  H2 0.963, H11 0.961
15 H 1.974 -0.165 -0.177  C8 1.081
16 H -0.091 -0.291 -1.276  C1 1.100

As for the LUMO energy: 0.606 eV. The max |F| comes out at 0.80 eV Å⁻¹. For the frontier orbital gap, the calculation gives 10.494 eV. The calculation puts the HOMO energy at -0.36338 hartree. The SMILES is O=CNCCO.O. The energy relative to the best compared isomer or geometry (same formula, charge and spin) comes out at 1.4397 eV.

Below is a cluster of 2 separate species, C3H9NO3 in total, with properties calculated with ωB97M-V/def2-TZVPD.

Bonds (Å) are listed after each position.
Positions of all 16 atoms, in Å:
1 H -0.818 -0.759 -1.485  C10 1.181
2 H 1.799 3.551 0.909  O3 1.027
3 O 1.075 2.823 0.922  H2 1.027, H13 0.980
4 O 2.671 0.630 -0.678  C8 1.250
5 O -2.653 -1.585 0.384  H7 0.994, C15 1.512
6 H 1.197 0.209 -2.123  C8 1.156
7 H -3.187 -0.751 0.298  O5 0.994
8 C 1.619 0.071 -1.056  O4 1.250, H6 1.156, N12 1.317
9 H -0.512 -2.305 -0.514  C10 1.103
10 C -0.425 -1.207 -0.465  H1 1.181, H9 1.103, N12 1.428, C15 1.519
11 H -1.070 -0.956 1.623  C15 1.061
12 N 0.872 -0.651 -0.247  C8 1.317, C10 1.428, H16 0.989
13 H 1.548 1.994 0.701  O3 0.980
14 H -1.621 0.211 0.378  C15 1.053
15 C -1.393 -0.786 0.627  O5 1.512, C10 1.519, H11 1.061, H14 1.053
16 H 0.897 -0.489 0.728  N12 0.989

As for the LUMO energy: 0.641 eV. The max |F| comes out at 3.40 eV Å⁻¹. For the frontier orbital gap, the calculation gives 10.878 eV. The calculation puts the HOMO energy at -0.37619 hartree. The SMILES is O=CNCCO.O. The energy relative to the best compared isomer or geometry (same formula, charge and spin) comes out at 2.2583 eV.

Below is a cluster of 2 separate species, C3H9NO3 in total, with properties calculated with ωB97M-V/def2-TZVPD.

Bonds (Å) are listed after each position.
Positions of all 16 atoms, in Å:
1 H -1.658 1.017 2.353  O6 0.978
2 H 1.575 1.136 -0.492  O5 0.961
3 C 0.042 -0.861 0.829  N10 1.349, H12 1.098, O16 1.214
4 H -1.183 0.147 -0.420  N10 1.012
5 O 2.031 0.427 -0.954  H2 0.961, C9 1.417
6 O -2.161 1.821 2.114  H1 0.978, H13 0.964
7 H -0.655 -0.948 -2.398  C8 1.093
8 C 0.128 -0.953 -1.637  H7 1.093, C9 1.534, N10 1.448, H15 1.086
9 C 1.266 -0.017 -2.061  O5 1.417, C8 1.534, H11 1.088, H14 1.099
10 N -0.495 -0.594 -0.380  C3 1.349, H4 1.012, C8 1.448
11 H 1.966 -0.540 -2.710  C9 1.088
12 H 0.972 -1.444 0.809  C3 1.098
13 H -2.414 2.188 2.969  O6 0.964
14 H 0.875 0.845 -2.619  C9 1.099
15 H 0.468 -1.984 -1.610  C8 1.086
16 O -0.379 -0.399 1.870  C3 1.214

As for the LUMO energy: 0.738 eV. The max |F| comes out at 0.80 eV Å⁻¹. For the frontier orbital gap, the calculation gives 10.771 eV. The calculation puts the HOMO energy at -0.36870 hartree. The SMILES is O=CNCCO.O. The energy relative to the best compared isomer or geometry (same formula, charge and spin) comes out at 1.0517 eV.

Below is a cluster of 2 separate species, C3H9NO3 in total, with properties calculated with ωB97M-V/def2-TZVPD.

Bonds (Å) are listed after each position.
Positions of all 16 atoms, in Å:
1 H -1.032 -3.006 1.510  C13 1.088
2 C 0.511 -0.124 -0.546  O7 1.371, O8 1.199, C10 1.540
3 H -0.715 3.326 -1.354  O16 0.959
4 H -1.433 -0.768 1.185  N5 1.012
5 N -0.512 -1.009 1.526  H4 1.012, C10 1.471, C13 1.475
6 H 2.001 0.193 -1.835  O7 0.963
7 O 1.738 0.355 -0.923  C2 1.371, H6 0.963
8 O -0.277 -0.428 -1.397  C2 1.199
9 H -0.148 -2.462 0.041  C13 1.096
10 C 0.453 -0.035 0.991  C2 1.540, N5 1.471, H11 1.085, H12 1.085
11 H 1.443 -0.383 1.264  C10 1.085
12 H 0.381 1.004 1.292  C10 1.085
13 C -0.211 -2.399 1.133  H1 1.088, N5 1.475, H9 1.096, H14 1.102
14 H 0.783 -2.718 1.484  C13 1.102
15 H -2.167 2.767 -0.967  O16 0.946
16 O -1.397 3.239 -0.685  H3 0.959, H15 0.946

As for the LUMO energy: 0.603 eV. The max |F| comes out at 2.45 eV Å⁻¹. For the frontier orbital gap, the calculation gives 9.732 eV. The calculation puts the HOMO energy at -0.33548 hartree. The SMILES is CNCC(=O)O.O. The energy relative to the best compared isomer or geometry (same formula, charge and spin) comes out at 1.3331 eV.

Below is a cluster of 2 separate species, C3H9NO3 in total, with properties calculated with ωB97M-V/def2-TZVPD.

Bonds (Å) are listed after each position.
Positions of all 16 atoms, in Å:
1 H -2.049 1.376 1.138  C15 1.096
2 H -1.273 1.141 -1.024  C13 1.178
3 H 0.995 -0.340 1.894  O9 0.968
4 O -0.651 0.407 2.089  C15 1.192
5 O -0.227 -0.850 -2.191  H8 0.966, C11 1.447
6 H 1.397 0.488 -0.789  N7 1.030
7 N 0.742 1.148 -0.346  H6 1.030, H12 1.014, C13 1.419
8 H -0.230 -1.750 -2.543  O5 0.966
9 O 1.839 -0.812 1.941  H3 0.968, H10 0.960
10 H 2.577 -0.204 1.858  O9 0.960
11 C -0.728 -0.914 -0.835  O5 1.447, C13 1.549, H14 1.082, H16 1.105
12 H 0.921 1.983 -0.892  N7 1.014
13 C -0.539 0.537 -0.328  H2 1.178, N7 1.419, C11 1.549, C15 1.534
14 H -1.666 -1.438 -0.705  C11 1.082
15 C -1.143 0.764 1.064  H1 1.096, O4 1.192, C13 1.534
16 H 0.035 -1.536 -0.332  C11 1.105

Its multiplicity is 2. As for the LUMO energy (spin up / spin down): -5.012 / -9.491 eV. As for the charge: +1. The expectation value of S² is 0.758. The max |F| comes out at 3.82 eV Å⁻¹. For the frontier orbital gap (spin up / spin down), the calculation gives 10.221 / 5.539 eV. The calculation puts the HOMO energy (spin up / spin down) at -0.55981 / -0.55234 hartree. The energy relative to the best compared isomer or geometry (same formula, charge and spin) comes out at 2.1851 eV.

Below is a cluster of 2 separate species, C3H9NO4 in total, with properties calculated with ωB97M-V/def2-TZVPD.

Bonds (Å) are listed after each position.
Positions of all 17 atoms, in Å:
1 C -0.974 1.695 0.851  N3 1.360, O7 1.374, O16 1.249
2 C 0.634 -0.470 -0.904  H4 1.146, C5 1.527, H12 1.156, O15 1.460
3 N -0.113 0.674 1.109  C1 1.360, C5 1.414, H8 0.986
4 H 0.059 -1.433 -0.667  C2 1.146
5 C 1.003 0.421 0.279  C2 1.527, N3 1.414, H6 1.091, H11 1.206
6 H 1.478 1.332 -0.089  C5 1.091
7 O -0.498 2.611 -0.056  C1 1.374, H14 0.967
8 H -0.582 0.028 1.689  N3 0.986
9 O -0.997 -2.695 0.353  H13 1.064, H17 0.882
10 H 2.349 -0.128 -1.949  O15 0.922
11 H 1.929 -0.008 0.923  C5 1.206
12 H -0.113 0.013 -1.643  C2 1.156
13 H -1.933 -2.854 -0.127  O9 1.064
14 H -1.014 2.768 -0.859  O7 0.967
15 O 1.878 -0.829 -1.577  C2 1.460, H10 0.922
16 O -2.054 1.809 1.467  C1 1.249
17 H -1.053 -2.934 1.200  O9 0.882

As for the LUMO energy: 0.370 eV. The max |F| comes out at 7.64 eV Å⁻¹. For the frontier orbital gap, the calculation gives 10.010 eV. The calculation puts the HOMO energy at -0.35425 hartree. The SMILES is O=C(O)NCCO.O. The energy relative to the best compared isomer or geometry (same formula, charge and spin) comes out at 1.4579 eV.

Below is a cluster of 2 separate species, C3H9NO4 in total, with properties calculated with ωB97M-V/def2-TZVPD.

Bonds (Å) are listed after each position.
Positions of all 17 atoms, in Å:
1 H 3.357 0.931 -0.627  O15 1.102
2 N -0.479 -0.631 -0.732  C3 1.463, H12 1.014, H17 1.017
3 C -1.778 -0.183 -0.229  N2 1.463, H9 1.095, C11 1.528, H13 1.099
4 H -1.047 2.154 0.722  O6 0.964
5 H 0.895 0.293 -0.391  O8 1.017
6 O -0.740 1.437 1.290  H4 0.964, C11 1.411
7 O 2.295 -1.737 -0.325  C14 1.192
8 O 1.868 0.548 -0.238  H5 1.017, C14 1.411
9 H -2.132 0.619 -0.884  C3 1.095
10 H -1.231 -0.422 1.847  C11 1.092
11 C -1.639 0.353 1.195  C3 1.528, O6 1.411, H10 1.092, H16 1.099
12 H -0.530 -0.871 -1.716  N2 1.014
13 H -2.538 -0.977 -0.233  C3 1.099
14 C 2.674 -0.607 -0.333  O7 1.192, O8 1.411, O15 1.309
15 O 3.818 -0.070 -0.676  H1 1.102, C14 1.309
16 H -2.634 0.627 1.573  C11 1.099
17 H -0.159 -1.463 -0.242  N2 1.017

As for the LUMO energy: 0.602 eV. The max |F| comes out at 3.65 eV Å⁻¹. For the frontier orbital gap, the calculation gives 10.971 eV. The calculation puts the HOMO energy at -0.38105 hartree. The SMILES is O=C(O)O.NCCO. The energy relative to the best compared isomer or geometry (same formula, charge and spin) comes out at 0.6300 eV.

Below is the molecule C3H9NOS, with properties calculated with ωB97M-V/def2-TZVPD.

Bonds (Å) are listed after each position.
Positions of all 15 atoms, in Å:
1 C 0.573 -0.181 0.910  H2 1.095, N3 1.510, C5 1.524, H14 1.137
2 H 1.490 0.402 1.045  C1 1.095
3 N 0.773 -0.951 -0.373  C1 1.510, H6 1.055, C11 1.440
4 H -1.239 0.630 0.086  C5 1.089
5 C -0.775 0.513 1.063  C1 1.524, H4 1.089, H12 1.186, S15 1.886
6 H -0.046 -1.544 -0.675  N3 1.055
7 H -0.689 1.057 -1.860  O10 0.964
8 H 0.838 -0.686 -2.500  C11 1.171
9 H 2.047 0.191 -1.710  C11 1.083
10 O 0.231 1.272 -1.671  H7 0.964, C11 1.591
11 C 1.023 -0.097 -1.504  N3 1.440, H8 1.171, H9 1.083, O10 1.591
12 H -0.695 1.681 1.246  C5 1.186
13 H -2.376 -1.203 1.662  S15 1.408
14 H 0.645 -0.878 1.806  C1 1.137
15 S -1.800 -0.206 2.473  C5 1.886, H13 1.408

As for the LUMO energy: 0.626 eV. The max |F| comes out at 3.41 eV Å⁻¹. For the frontier orbital gap, the calculation gives 9.929 eV. The calculation puts the HOMO energy at -0.34188 hartree. The SMILES is OCNCCS. The energy relative to the best compared isomer or geometry (same formula, charge and spin) comes out at 2.2276 eV.